Record 1
{"formula": "C4H8N2O", "method": "ωB97M-V with the def2-TZVPD basis set", "smiles": "N/C=C/C(N)=C\\O", "energy_ev": -9302.842, "multiplicity": 1, "charge": 0, "symbols": ["C", "N", "N", "C", "C", "C", "O", "H", "H", "H", "H", "H", "H", "H", "H"], "xyz": [[1.103229, -0.084285, -0.006706], [2.441655, 0.205624, 0.186959], [-2.269188, 0.659233, -0.300644], [0.484006, -1.206306, 0.570859], [0.156195, 0.852173, -0.444928], [-1.025244, 0.699478, 0.285418], [-0.398385, -2.053277, -0.087652], [-1.152028, -1.544609, -0.431342], [3.080131, -0.571258, 0.087120], [2.773192, 1.071280, -0.215342], [-2.321330, 0.865202, -1.289921], [-3.091982, 0.720514, 0.285298], [1.016791, -1.775840, 1.331690], [0.248306, 1.461022, -1.339460], [-1.045347, 0.701047, 1.368653]], "forces_ev_per_angstrom": [[-0.6, -0.4, 1.3], [0.6, -0.2, 0.0], [0.3, 0.2, 0.4], [1.3, 0.1, -0.3], [-0.8, 0.1, -0.3], [-0.1, 0.4, -0.8], [-0.8, 0.4, 0.1], [0.3, -0.2, 0.0], [-0.1, 0.2, -0.1], [-0.1, -0.2, 0.2], [-0.3, -0.1, 0.3], [0.2, 0.3, -0.4], [0.1, -0.1, -0.1], [-0.2, 0.0, -0.1], [0.2, -0.5, -0.1]]}

---

Record 2
{"formula": "C4H8N2O", "method": "ωB97M-V with the def2-TZVPD basis set", "smiles": "C[C@](O)(C#N)CN", "energy_ev": -9304.934, "multiplicity": 1, "charge": 0, "symbols": ["C", "C", "O", "C", "N", "C", "N", "H", "H", "H", "H", "H", "H", "H", "H"], "xyz": [[0.927081, 1.484488, -0.360821], [0.525091, 0.139290, 0.246243], [0.211399, 0.328489, 1.595479], [-0.693655, -0.493623, -0.532092], [-1.734551, -0.895448, 0.406206], [1.671222, -0.809851, 0.134037], [2.541603, -1.559946, -0.003527], [1.805965, 1.882073, 0.153117], [0.095316, 2.180597, -0.211060], [1.145963, 1.402105, -1.430744], [-0.698225, -0.029503, 1.689198], [-0.338111, -1.327216, -1.148293], [-1.098279, 0.263572, -1.210082], [-1.701063, -1.886364, 0.615610], [-2.659758, -0.678660, 0.056726]], "forces_ev_per_angstrom": [[0.0, 0.1, 0.0], [0.1, 0.0, -0.2], [-0.2, 0.0, 0.1], [0.0, 0.1, -0.1], [-0.2, -0.2, -0.1], [0.8, -0.7, -0.1], [-0.8, 0.7, 0.1], [-0.1, -0.1, -0.1], [0.1, -0.1, -0.1], [0.0, 0.0, 0.1], [0.1, 0.0, 0.0], [0.0, 0.2, 0.1], [0.1, -0.1, 0.2], [0.0, 0.1, 0.0], [0.1, 0.0, 0.1]]}

---

Record 3
{"formula": "C4H8N2O", "method": "ωB97M-V with the def2-TZVPD basis set", "smiles": "[H]/N=C(C)/C=C\\ON", "energy_ev": -9302.160, "multiplicity": 1, "charge": 0, "symbols": ["C", "C", "N", "C", "C", "O", "N", "H", "H", "H", "H", "H", "H", "H", "H"], "xyz": [[-1.429413, -0.169731, 0.468291], [-0.251458, -1.092007, 0.274297], [0.551420, 1.941836, -1.226418], [1.655020, 0.534500, 0.249298], [1.232283, -0.706160, 0.467134], [0.737964, 1.578817, 0.167006], [-0.464220, -2.355935, 0.091246], [0.415227, 1.038847, -1.686412], [-0.383705, 2.349248, -1.169641], [-1.454724, -2.595924, 0.193772], [2.678347, 0.883024, 0.185118], [1.945549, -1.525941, 0.464968], [-1.215060, 0.624182, 1.184109], [-2.292563, -0.722938, 0.849082], [-1.724670, 0.218184, -0.511852]], "forces_ev_per_angstrom": [[0.1, 0.3, 0.2], [0.4, -2.1, 1.2], [-0.1, -0.1, 0.2], [-0.5, 0.8, 0.4], [-1.5, 0.1, -1.7], [0.3, -0.5, 0.0], [0.8, 1.0, 0.5], [-0.1, 0.1, -0.1], [0.2, 0.1, -0.2], [0.1, 0.3, -0.5], [0.2, -0.3, 0.0], [-0.3, 0.1, 0.3], [0.0, 0.1, -0.4], [0.2, -0.2, -0.1], [0.1, 0.3, 0.2]]}

---

Record 4
{"formula": "C4H8N2O", "method": "ωB97M-V with the def2-TZVPD basis set", "smiles": "C[C@@]1(C(N)=O)CN1", "energy_ev": -9304.699, "multiplicity": 1, "charge": 0, "symbols": ["C", "C", "C", "N", "C", "O", "N", "H", "H", "H", "H", "H", "H", "H", "H"], "xyz": [[-1.242617, -1.256905, 0.215928], [-0.217270, -0.192793, -0.212172], [-0.704897, 0.923521, -1.067992], [-0.339744, 1.176857, 0.313451], [1.250752, -0.479466, 0.000232], [1.598094, -1.478689, 0.614290], [2.158112, 0.538424, -0.345183], [-2.239427, -0.799739, 0.316060], [-1.371915, -2.099709, -0.480930], [-0.971846, -1.683606, 1.183438], [-0.047575, 1.323790, -1.839139], [-1.771152, 0.957103, -1.285337], [-1.107946, 1.201833, 0.967150], [1.946657, 1.513307, -0.127172], [3.084732, 0.264545, -0.039660]], "forces_ev_per_angstrom": [[0.2, 0.2, 0.1], [-0.3, -0.4, 0.1], [0.1, 0.0, -0.1], [-0.2, 0.3, 0.4], [0.4, 0.0, 0.8], [-0.1, 0.5, -1.0], [0.0, -0.7, 0.1], [0.3, 0.1, 0.0], [0.4, 0.4, 0.0], [0.1, 0.0, -0.1], [-0.1, 0.2, 0.3], [0.2, -0.3, -0.2], [-0.5, 0.3, -0.2], [-0.4, -0.7, -0.2], [-0.1, 0.1, 0.0]]}

---

Record 5
{"formula": "C4H8N2O", "method": "ωB97M-V with the def2-TZVPD basis set", "smiles": "O/N=C1/CCCN1", "energy_ev": -9303.300, "multiplicity": 1, "charge": 0, "symbols": ["C", "C", "C", "C", "H", "H", "H", "H", "H", "H", "H", "H", "N", "N", "O"], "xyz": [[0.418978, 0.782317, 0.271666], [1.162087, -0.470667, 0.193260], [0.260525, -1.455661, -0.690372], [-1.150662, -0.918260, -0.323407], [0.181630, 3.576401, 0.928177], [1.364607, -0.905936, 1.200090], [2.135769, -0.412082, -0.404821], [0.432160, -1.235831, -1.759227], [0.371387, -2.413464, -0.409020], [-1.525756, -1.662900, 0.417131], [-1.847731, -0.957705, -1.154762], [-1.679138, 1.090397, 0.325028], [0.980541, 1.863319, 0.558801], [-0.880831, 0.410464, 0.162967], [-0.223566, 2.709606, 0.684490]], "forces_ev_per_angstrom": [[-0.1, -3.0, 0.0], [2.5, -2.8, -2.2], [-0.6, 5.3, -0.2], [0.8, -1.6, 0.4], [-0.7, -1.0, -0.3], [-0.2, 0.4, -0.7], [-1.0, 0.3, 1.3], [0.2, -0.5, 0.5], [0.5, -3.4, 0.5], [-0.2, 1.0, 0.1], [0.0, 0.3, -0.2], [1.9, -1.2, -0.4], [-1.7, 1.9, 0.2], [-3.0, 2.1, 0.3], [1.6, 2.2, 0.6]]}

---

Record 6
{"formula": "C4H8N2O", "method": "ωB97M-V with the def2-TZVPD basis set", "smiles": "[H]/N=C(O)\\C(N)=C\\C", "energy_ev": -9304.935, "multiplicity": 1, "charge": 0, "symbols": ["C", "C", "C", "N", "C", "O", "N", "H", "H", "H", "H", "H", "H", "H", "H"], "xyz": [[-0.657155, -2.130634, 0.144136], [0.792312, 1.403414, 0.224166], [-0.052189, 0.279741, -0.245178], [-0.663667, 0.389534, -1.485831], [-0.084961, -0.810529, 0.555493], [0.503500, 2.563909, -0.389246], [1.608860, 1.448123, 1.217876], [1.077873, 3.230266, 0.026477], [-0.703100, 1.375307, -1.755412], [-1.573966, -0.058696, -1.511326], [1.912228, 0.508352, 1.481772], [0.237071, -0.764951, 1.591415], [-0.298540, -2.915968, 0.817546], [-1.749678, -2.116598, 0.198411], [-0.348589, -2.401272, -0.870300]], "forces_ev_per_angstrom": [[-0.1, 0.0, 0.1], [0.2, 0.5, 1.7], [0.9, -1.0, 1.2], [0.0, 0.5, -0.1], [-0.3, 0.1, -0.4], [-0.1, 0.5, -0.2], [-0.1, -0.5, -1.4], [-0.1, -0.2, -0.1], [-0.2, -0.6, -0.1], [0.2, 0.2, -0.1], [-0.4, 0.3, 0.1], [0.3, 0.3, -0.3], [-0.2, 0.1, -0.1], [-0.1, -0.2, -0.1], [-0.2, 0.1, 0.0]]}

---

What did we get for lowest unoccupied orbital energy? Answer: 0.94; 0.62; 0.60; 0.97; 1.00; 0.85 eV, in the order shown.